Formula: C29H41BCl2CrN8O3S3
Source: the Open Molecules 2025 dataset
Level of theory: ωB97M-V/def2-TZVPD

* E_LUMO (spin up / spin down): -0.2 / -0.2 eV
* largest force on an atom: 0.37 eV/A
* ⟨S²⟩: 6.018
* HOMO energy (spin up / spin down): -0.2445 / -0.2785 Eh
* electronic energy: -135458.830 eV
* frontier orbital gap (spin up / spin down): 6.5 / 7.3 eV
* 2S+1: 5

```
88
Properties=species:S:1:pos:R:3:forces:R:3
Cr 0.3929 0.2539 -0.2370 0.080 -0.328 0.137
C 1.9647 -2.5556 2.7385 0.058 -0.040 0.024
C 0.9979 -2.4212 3.9079 -0.145 -0.056 0.051
C 0.8942 -3.7746 4.6115 0.057 0.034 0.011
C 1.4670 -1.3846 4.9253 0.055 -0.039 0.019
N -0.3537 -2.0418 3.3951 0.016 0.040 -0.099
C -1.4846 -2.8259 3.5327 -0.082 0.046 0.046
C -2.4987 -2.1687 2.9435 -0.047 -0.149 0.067
N -2.0099 -0.9907 2.4368 0.081 0.060 -0.118
B -2.9420 -0.0662 1.6303 -0.064 0.188 0.077
N -2.5748 1.4382 1.8373 -0.028 -0.118 0.141
C -2.8454 1.9949 3.0645 0.073 0.213 0.087
C -2.2398 3.1981 3.1263 -0.165 -0.174 0.035
N -1.5947 3.3918 1.9192 0.016 -0.034 0.032
C -1.8059 2.2965 1.1530 0.149 0.048 -0.338
S -1.2340 2.0709 -0.4607 -0.068 -0.104 -0.020
C -0.6804 4.5416 1.6292 -0.011 -0.066 0.116
C 0.7478 4.0151 1.4726 -0.059 0.037 0.002
C -0.7085 5.4940 2.8236 0.047 0.063 -0.035
C -1.1697 5.3045 0.4031 0.051 0.084 0.004
N -3.1066 -0.4309 0.1399 0.036 -0.166 0.013
C -4.2183 0.0646 -0.4966 -0.150 -0.042 -0.253
C -4.2491 -0.4410 -1.7389 -0.053 0.170 0.139
N -3.1334 -1.2506 -1.8895 0.058 0.003 0.000
C -2.4389 -1.2482 -0.7085 0.130 -0.265 0.030
S -1.0069 -2.1133 -0.3214 -0.103 0.318 -0.058
C -3.0162 -2.0967 -3.1169 0.003 -0.012 0.045
C -3.2634 -1.2082 -4.3392 -0.060 -0.068 -0.005
C -1.6554 -2.7587 -3.3019 -0.035 -0.005 -0.021
C -4.0864 -3.1846 -3.0240 -0.009 -0.046 0.001
C -0.6911 -0.9252 2.6980 0.112 0.080 0.103
S 0.3557 0.3745 2.2748 0.068 -0.021 -0.088
H 2.9030 -2.9690 3.1117 0.051 0.017 -0.023
H 2.1509 -1.5973 2.2698 0.012 0.040 -0.018
H 1.5626 -3.2272 1.9794 -0.023 -0.024 -0.006
H 1.8843 -4.0254 4.9901 0.002 -0.003 0.001
H 0.5895 -4.5688 3.9306 -0.012 -0.014 -0.036
H 0.2134 -3.7458 5.4625 -0.016 0.009 0.018
H 2.4399 -1.6901 5.3114 0.034 0.006 0.018
H 0.7697 -1.3309 5.7624 -0.034 0.015 0.013
H 1.5679 -0.4004 4.4784 -0.010 0.031 -0.026
H -1.4790 -3.7610 4.0519 -0.034 -0.069 -0.002
H -3.5337 -2.4333 2.8403 -0.052 -0.033 -0.008
H -4.0331 -0.1992 2.1366 -0.010 0.020 -0.027
H -3.4479 1.4770 3.7859 -0.036 -0.012 0.078
H -2.2364 3.9280 3.9091 -0.003 0.001 0.051
H 1.0393 3.4558 2.3619 0.012 -0.014 0.019
H 1.4244 4.8627 1.3615 0.029 0.015 -0.029
H 0.8595 3.3638 0.6108 0.003 0.006 -0.020
H -0.3367 5.0234 3.7329 0.019 -0.030 0.018
H -1.7032 5.9022 3.0072 -0.021 -0.005 -0.018
H -0.0462 6.3266 2.5905 -0.005 0.018 0.015
H -1.1526 4.6941 -0.4923 0.006 -0.060 -0.042
H -0.5147 6.1629 0.2504 0.006 0.023 -0.031
H -2.1830 5.6753 0.5624 -0.039 -0.008 0.013
H -4.8944 0.7355 -0.0007 -0.046 0.039 0.010
H -4.9718 -0.3049 -2.5166 -0.046 0.044 -0.032
H -2.4872 -0.4531 -4.4290 0.119 0.093 0.007
H -4.2259 -0.7044 -4.3178 -0.059 -0.015 -0.019
H -3.2443 -1.8303 -5.2343 0.036 -0.002 0.004
H -0.8451 -2.0330 -3.3123 -0.008 0.049 -0.015
H -1.6928 -3.2648 -4.2687 0.061 0.009 -0.034
H -1.4385 -3.4870 -2.5295 -0.016 -0.032 0.005
H -5.0925 -2.7665 -2.9868 -0.007 0.049 0.010
H -3.9311 -3.7897 -2.1312 0.019 -0.020 0.037
H -4.0208 -3.8355 -3.8958 -0.013 -0.024 -0.022
N 1.9577 -0.9887 -7.1847 0.021 -0.001 -0.087
C 1.1959 0.0042 -6.6702 -0.128 0.136 0.261
O 0.6683 0.8544 -7.3581 0.043 -0.084 -0.052
C 1.0162 0.0240 -5.1630 0.178 -0.090 -0.315
C 0.1298 0.9552 -4.6471 -0.007 -0.095 0.186
C -0.0434 1.0175 -3.2760 0.062 -0.021 -0.072
N 0.6156 0.2238 -2.4286 0.149 -0.125 0.301
C 1.4714 -0.6798 -2.9241 -0.154 0.142 -0.208
C 1.6996 -0.8073 -4.2844 -0.114 0.078 0.149
H 2.1146 -0.9861 -8.1781 -0.009 -0.019 0.021
H 2.3960 -1.6937 -6.6247 -0.004 0.001 0.014
H -0.4113 1.6151 -5.3077 0.015 0.012 -0.052
H -0.7296 1.7267 -2.8344 -0.015 0.023 -0.056
H 1.9728 -1.3068 -2.2010 0.013 0.008 0.011
H 2.4133 -1.5534 -4.6038 0.012 0.016 -0.055
Cl 5.2845 -0.5003 -1.0484 0.006 0.004 0.008
C 4.3695 -0.5305 0.4860 0.092 -0.069 -0.014
Cl 5.1847 0.3994 1.7396 0.019 0.032 0.019
C 2.9581 -0.0119 0.1916 0.123 -0.080 -0.018
O 2.1353 -0.9363 -0.1030 -0.248 0.115 -0.057
O 2.6936 1.1857 0.2255 0.052 0.178 -0.018
H 4.3355 -1.5674 0.8043 -0.033 0.070 -0.019
```
Forces are in eV/Å.

Formula: C6H13NO3S2
Source: the Open Molecules 2025 dataset
Level of theory: ωB97M-V/def2-TZVPD

* E_LUMO: 0.2 eV
* largest force on an atom: 4.10 eV/A
* HOMO energy: -0.3299 Eh
* electronic energy: -35733.629 eV
* frontier orbital gap: 9.2 eV

```
25
Properties=species:S:1:pos:R:3:forces:R:3
C -2.8775 -0.4697 0.6436 1.147 -0.665 1.001
C -2.6348 0.6493 -0.4418 0.735 -2.299 1.605
C -1.7133 -1.5685 0.2856 -1.447 1.158 -0.976
C -1.2731 0.3890 -1.1134 0.250 0.706 -0.454
C -0.5968 -0.5758 -0.1673 -0.563 -1.203 0.724
C 0.1318 -0.0215 0.9744 2.453 1.749 2.273
N 1.0247 0.9560 0.9990 -3.640 -1.635 -0.931
O 3.4232 0.9233 1.1776 0.272 1.266 0.505
O 5.2654 0.1649 -0.1812 -1.556 -0.116 0.089
O 3.2497 1.0786 -1.2812 0.797 -0.204 -0.206
S 2.8702 -1.5744 -0.0224 0.777 0.951 -0.378
S 3.8185 0.1576 -0.0361 1.859 -1.681 -1.754
H -2.5570 -0.0045 1.6480 -0.699 -0.980 -1.137
H -3.9825 -0.8458 0.7223 2.215 0.644 -0.216
H -3.3732 0.3751 -1.0827 -2.277 0.303 -2.415
H -2.8007 1.5781 0.0332 0.028 1.222 -0.052
H -1.4834 -2.2475 1.1403 -0.002 0.506 -0.829
H -1.9384 -2.1476 -0.6876 -0.073 0.563 1.777
H -1.3625 -0.0201 -2.1722 0.095 0.517 1.455
H -0.7157 1.3407 -1.1432 -0.075 -0.385 -0.402
H 0.2460 -1.1542 -0.5220 0.330 -0.324 -1.007
H 0.0532 -0.6167 1.9080 0.243 0.306 -0.515
H 2.3426 1.0442 1.2178 -0.193 -0.401 0.780
H 0.9386 1.4258 0.1030 0.239 0.337 -0.374
H 3.9449 1.1637 -2.0018 -0.914 -0.337 1.436
```
Forces are in eV/Å.